Computed, not measured: a 2-piece molecular cluster, C8H10 overall, with wB97M-V/def2-TZVPD.

Last column: Mulliken charge in e.
Positions of all 18 atoms, in Å:
C: 0.0340 -0.5850 1.5530  -1.3656
C: 0.1164 -0.1855 0.0803  2.1512
C: -1.2027 -0.5041 -0.7414  -0.7197
C: -2.3316 -0.9243 -0.3542  -0.7639
C: 0.4464 1.3508 0.2370  -0.5852
C: -0.3934 2.2219 -0.0977  -0.4594
C: 1.2618 -0.9151 -0.3676  -0.6353
C: 2.5510 -0.9091 -0.6309  -0.5452
H: -0.4475 -1.5787 1.7717  0.3440
H: -0.6005 0.4041 2.1133  0.2488
H: 1.1012 -0.4876 1.7854  0.4948
H: -1.4874 -0.1131 -1.7751  0.3207
H: -3.3213 -1.0471 -0.8289  0.2196
H: -2.6063 -1.1672 0.6307  0.2445
H: 1.6527 1.5646 0.1166  0.1442
H: 0.0193 3.2061 -0.4326  0.2675
H: -1.4039 1.9952 -0.5640  0.2817
H: 4.2032 -0.0742 -0.8882  0.3574

Its spin multiplicity is 1. As for the largest force on an atom: 10.3 eV/A. Its orbital gap is 7.556 eV.